#1
Below is a 2-piece molecular cluster, C3H4BrN overall, with properties calculated with ωB97M-V/def2-TZVPD.

Geometry as XYZ:
```
9
C3H4BrN | the OMol25 dataset | ωB97M-V/def2-TZVPD
Br 0.46074 -0.27336 3.48008
N 0.33403 1.27477 2.52998
C -0.15917 0.02469 -0.53386
C -0.46996 -0.64495 -1.81381
C 0.03909 0.71050 0.41658
H -0.78064 0.05727 -2.45321
H 0.49550 -1.12650 -2.26264
H -1.26145 -1.44277 -1.74269
H 1.34186 1.42034 2.37957
```

Calculated values
Orbital gap (alpha / beta) = 8.237 / 8.276 eV
Charge = 0
E_HOMO (alpha / beta) = -9.95 / -9.96 eV

#2
Below is a 2-piece molecular cluster, C3H4BrN overall, with properties calculated with ωB97M-V/def2-TZVPD.

Geometry as XYZ:
```
9
C3H4BrN | the OMol25 dataset | ωB97M-V/def2-TZVPD
Br -0.13265 -0.14523 2.28379
N -1.03027 2.26711 -0.62556
C -0.06144 0.25171 0.49233
C -0.73772 1.30184 -0.02701
C 0.88391 -0.59713 -0.32536
H 1.86531 -0.15373 -0.02941
H -2.21683 -0.84244 -0.46597
H 0.89719 -1.67835 -0.05645
H 0.53250 -0.40377 -1.24637
```

Calculated values
Orbital gap (alpha / beta) = 9.590 / 8.133 eV
Charge = 0
E_HOMO (alpha / beta) = -10.95 / -8.78 eV

#3
Below is C3H4BrN in the gas phase, with properties calculated with ωB97M-V/def2-TZVPD.

Geometry as XYZ:
```
9
C3H4BrN | the OMol25 dataset | ωB97M-V/def2-TZVPD
Br 2.32308 0.93884 0.00771
N 0.46832 -2.58427 0.07128
C 0.40797 -1.45282 0.02238
C 0.28080 -0.06192 -0.30490
C -0.78064 0.70406 0.31882
H -1.49526 -0.08173 0.44310
H -0.43435 0.96257 1.22966
H -1.05953 1.43654 -0.35053
H 0.28960 0.13872 -1.43752
```

Calculated values
SMILES = C[C@@H](Br)C#N
Orbital gap = 9.556 eV
Charge = 0
E_HOMO = -10.58 eV

Most stable structure, least stable structure: #3, #1.

#1
Below is a 2-piece molecular cluster, C4H7N overall, with properties calculated with ωB97M-V/def2-TZVPD.

Geometry as XYZ:
```
12
C4H7N | the OMol25 dataset | ωB97M-V/def2-TZVPD
N -2.59055 0.24780 0.29484
C 1.53477 0.85842 0.16389
C 0.85629 -0.19359 -0.61545
C -1.90491 0.61430 -0.54853
C 0.05984 -1.13209 -0.08877
H -0.46156 -1.37509 0.90828
H 1.39621 1.85696 -0.15388
H 0.87293 -0.32779 -1.63296
H 1.13403 0.79487 1.12554
H -0.27589 -1.98872 -0.83558
H -3.22669 -0.03093 0.98070
H 2.60551 0.67587 0.40192
```

Calculated values
Orbital gap = 10.078 eV
Charge = 0
E_HOMO = -8.92 eV

#2
Below is C4H7N in the gas phase, with properties calculated with ωB97M-V/def2-TZVPD.

Geometry as XYZ:
```
12
C4H7N | the OMol25 dataset | ωB97M-V/def2-TZVPD
N 0.52704 -0.79356 -2.22137
C -0.25801 -0.07943 -1.63598
C -0.88325 -0.84751 0.77161
C 1.02726 0.87781 0.47251
C -0.04914 0.07676 -0.13816
H 1.95074 1.09669 -0.05609
H -1.10191 0.55906 -2.24473
H 0.52818 1.92790 0.64094
H -0.80371 -0.48559 1.78182
H -1.83256 -0.95851 0.34755
H 1.46272 0.51104 1.53002
H -0.56737 -1.88466 0.75186
```

Calculated values
Orbital gap (alpha / beta) = 9.538 / 7.722 eV
Charge = 0
E_HOMO (alpha / beta) = -9.13 / -7.85 eV

Most stable structure, least stable structure: #1, #2.